# C3H10NOPS

2 unconnected molecules or ions with the total composition C3H10NOPS (wB97M-V/def2-TZVPD, OMol25).

```
! RIJCOSX wB97M-V def2-TZVPD def2/J DEFGRID3
* xyz 0 1
C 2.917 1.239 -0.942
C 0.044 0.049 1.738
C -5.140 -1.619 -1.185
N 1.873 1.243 0.057
O 0.826 -1.095 -0.704
P 1.276 -0.263 0.447
S -4.537 -0.900 0.117
H 3.214 0.146 -1.240
H 2.495 1.732 -1.858
H 3.807 1.769 -0.779
H 0.393 0.933 2.119
H -0.932 0.109 1.234
H 0.074 -0.754 2.539
H -4.734 -1.348 -2.183
H 2.497 -0.992 1.020
H -6.153 -2.001 -1.237
H 2.078 1.751 0.858
*
```

LUMO level ... -0.44 eV
E ... -989.79550 a.u.
HOMO level ... -8.9 eV
Orbital gap ... 8.414 eV
SMILES ... CN[P@@H](C)=O.C=S

Atom-resolved charges from Löwdin, all expressed in e: number 1, C, carries -0.178; number 2, C, carries -0.178; number 3, C, carries -0.594; number 4, N, carries -0.236; number 5, O, carries -0.404; number 6, P, carries 0.527; number 7, S, carries 0.593; number 8, H, carries 0.102; number 9, H, carries 0.088; number 10, H, carries 0.047; number 11, H, carries -0.013; number 12, H, carries 0.057; number 13, H, carries 0.078; number 14, H, carries 0.009; number 15, H, carries 0.057; number 16, H, carries -0.007; number 17, H, carries 0.052